{
  "formula": "C37H41IrN3O5",
  "method": "ωB97M-V/def2-TZVPD",
  "elements": ["Ir", "O", "C", "O", "C", "C", "C", "C", "C", "C", "N", "C", "C", "C", "C", "C", "C", "N", "H", "H", "H", "H", "H", "H", "H", "H", "H", "H", "C", "C", "C", "C", "C", "C", "C", "C", "C", "C", "O", "O", "H", "H", "H", "H", "H", "H", "H", "H", "H", "H", "H", "C", "C", "N", "H", "H", "H", "C", "C", "C", "C", "C", "C", "C", "C", "C", "C", "C", "C", "O", "H", "H", "H", "H", "H", "H", "H", "H", "H", "H", "H", "H", "H", "H", "H", "H", "H"],
  "coordinates": [[1.011, -0.220, -0.407], [-4.295, 1.316, 4.752], [-3.063, 1.078, 5.233], [-2.860, 1.070, 6.411], [-1.962, 0.813, 4.238], [-0.763, 0.326, 4.757], [0.301, 0.045, 3.927], [0.171, 0.248, 2.551], [-1.012, 0.748, 2.027], [-2.072, 1.034, 2.874], [1.232, -0.031, 1.627], [2.442, -0.208, 2.022], [3.462, -0.426, 1.015], [4.787, -0.681, 1.318], [5.679, -0.891, 0.277], [5.204, -0.851, -1.023], [3.865, -0.582, -1.257], [3.009, -0.362, -0.260], [-4.328, 1.231, 3.792], [-0.688, 0.172, 5.824], [1.202, -0.350, 4.372], [-1.099, 0.943, 0.968], [-2.965, 1.456, 2.429], [2.733, -0.159, 3.062], [5.105, -0.716, 2.350], [6.721, -1.091, 0.479], [5.859, -1.016, -1.865], [3.462, -0.544, -2.258], [-3.352, -7.146, 0.474], [-2.595, -5.861, 0.300], [-2.593, -5.192, -0.919], [-1.893, -4.007, -1.098], [-1.918, -3.295, -2.425], [-1.164, -3.503, -0.019], [-1.138, -4.151, 1.218], [-0.358, -3.592, 2.378], [-1.866, -5.323, 1.357], [-0.420, -2.238, -0.192], [0.864, -2.205, -0.155], [-0.997, -1.127, -0.390], [-4.086, -7.284, -0.318], [-3.872, -7.167, 1.432], [-2.672, -8.000, 0.452], [-3.156, -5.601, -1.750], [-2.418, -3.902, -3.177], [-0.904, -3.090, -2.778], [-2.444, -2.342, -2.347], [-0.618, -2.547, 2.566], [0.715, -3.640, 2.187], [-0.568, -4.153, 3.287], [-1.867, -5.830, 2.315], [0.281, -0.129, -4.935], [0.608, -0.244, -3.526], [0.839, -0.336, -2.412], [0.934, 0.609, -5.397], [-0.754, 0.194, -5.031], [0.411, -1.095, -5.421], [3.331, 2.502, -2.049], [2.929, 3.438, -0.908], [3.191, 2.872, 0.485], [1.491, 3.878, -1.078], [1.259, 5.208, -1.423], [-0.013, 5.708, -1.635], [-1.090, 4.845, -1.506], [-0.914, 3.513, -1.166], [-2.118, 2.590, -1.109], [-2.572, 2.217, -2.522], [-3.279, 3.168, -0.299], [0.390, 3.015, -0.936], [0.429, 1.723, -0.582], [4.367, 2.163, -1.951], [3.234, 3.019, -3.004], [2.668, 1.635, -2.077], [3.551, 4.332, -1.004], [2.518, 2.044, 0.688], [3.000, 3.636, 1.240], [4.228, 2.539, 0.593], [2.115, 5.865, -1.526], [-0.162, 6.745, -1.905], [-2.094, 5.214, -1.681], [-1.795, 1.665, -0.624], [-2.860, 3.108, -3.082], [-3.429, 1.539, -2.498], [-1.762, 1.726, -3.070], [-3.768, 3.991, -0.823], [-2.940, 3.544, 0.668], [-4.041, 2.404, -0.126]],
  "forces_ev_per_angstrom": [[-0.101, 0.395, -0.076], [0.001, 0.016, -0.010], [0.009, -0.019, 0.026], [-0.011, 0.014, -0.012], [0.028, -0.004, 0.017], [-0.054, 0.037, -0.018], [-0.035, -0.055, -0.080], [-0.067, 0.043, -0.071], [0.000, 0.031, -0.005], [0.033, -0.005, 0.027], [0.233, -0.153, -0.020], [-0.171, 0.155, -0.067], [-0.023, -0.073, -0.001], [-0.055, 0.021, -0.090], [-0.037, -0.007, -0.010], [0.013, 0.028, 0.006], [0.010, -0.068, -0.022], [0.105, 0.276, 0.072], [-0.003, -0.010, 0.006], [-0.006, -0.007, 0.003], [0.054, -0.058, -0.044], [0.078, -0.016, 0.127], [-0.014, -0.002, -0.003], [-0.047, 0.045, 0.067], [-0.012, 0.002, 0.011], [0.006, -0.002, -0.009], [0.007, -0.007, 0.001], [0.009, 0.032, 0.023], [-0.010, -0.004, 0.000], [0.013, 0.008, -0.005], [0.004, 0.001, 0.012], [-0.013, 0.019, 0.009], [-0.005, -0.001, -0.002], [-0.004, 0.030, -0.045], [0.033, -0.040, -0.010], [0.012, 0.024, 0.005], [0.002, 0.005, -0.005], [-0.334, 0.109, -0.082], [0.039, -0.571, 0.085], [0.307, 0.170, 0.107], [-0.003, -0.002, 0.000], [-0.002, -0.004, 0.002], [0.008, 0.005, -0.001], [-0.006, -0.002, 0.000], [0.003, -0.009, 0.004], [-0.002, 0.009, -0.004], [0.005, 0.005, 0.003], [-0.005, 0.001, -0.006], [-0.004, -0.001, 0.004], [-0.001, -0.003, 0.005], [-0.007, -0.001, 0.006], [0.027, 0.020, -0.021], [-0.076, -0.064, 0.081], [0.059, 0.024, -0.051], [-0.008, 0.000, -0.015], [-0.002, 0.004, 0.007], [0.002, 0.005, -0.007], [-0.001, -0.032, 0.041], [-0.037, -0.014, -0.032], [0.022, -0.016, 0.017], [0.049, 0.098, 0.039], [-0.054, 0.019, 0.003], [0.023, -0.084, -0.002], [0.035, 0.021, 0.014], [-0.080, 0.158, -0.089], [0.137, -0.158, 0.112], [-0.024, -0.012, 0.002], [-0.010, -0.013, -0.023], [-0.202, -0.164, -0.313], [0.256, -0.434, 0.451], [-0.013, -0.015, 0.022], [0.010, 0.015, -0.014], [0.015, 0.016, -0.018], [-0.045, 0.036, -0.023], [-0.018, 0.015, 0.024], [0.024, 0.013, 0.003], [0.003, -0.021, -0.017], [0.004, 0.015, -0.002], [-0.001, 0.006, 0.016], [-0.006, 0.024, -0.007], [-0.107, 0.147, -0.133], [0.001, 0.003, -0.012], [0.004, -0.009, 0.011], [0.014, 0.018, 0.007], [0.016, 0.030, 0.021], [0.018, 0.011, 0.007], [-0.016, -0.013, -0.030]],
  "lowdin_charge": [1.48, 0.14, -0.47, 0.14, -0.10, 0.01, 0.00, -0.22, 0.01, 0.02, -0.01, -0.03, -0.24, 0.03, -0.01, -0.01, -0.09, -0.05, 0.10, 0.13, 0.11, 0.07, 0.11, 0.14, 0.13, 0.13, 0.12, 0.11, -0.04, -0.25, 0.01, -0.19, -0.03, -0.07, -0.19, -0.02, 0.01, -0.55, -0.10, -0.04, 0.08, 0.08, 0.09, 0.12, 0.08, 0.08, 0.09, 0.08, 0.09, 0.09, 0.12, 0.00, -0.12, 0.08, 0.10, 0.10, 0.10, -0.06, -0.36, -0.05, -0.15, -0.04, -0.08, -0.04, -0.14, -0.38, -0.05, -0.07, -0.26, -0.31, 0.08, 0.09, 0.03, 0.13, 0.03, 0.09, 0.08, 0.11, 0.10, 0.11, 0.09, 0.09, 0.08, 0.06, 0.08, 0.08, 0.08],
  "orbital_gap_ha": 0.1900,
  "lumo_ev": -4.4,
  "spin_multiplicity": 1,
  "homo_energy_ev": -9.61,
  "charge": 1,
  "de_lowest_kj_mol": 31.7
}